The following is a DFT calculation (ωB97M-V/def2-TZVPD) of a structure of composition C4H5NO2.

## Properties
Kohn-Sham gap in eV: 10.483
E_HOMO in eV: -10.05
ΔE to the lowest compared entry with this formula, charge and spin in kcal per mole: 97.1
Lowest unoccupied orbital energy in hartree: 0.016

CARTESIAN COORDINATES (ANGSTROEM)
O  3.070  -0.078  -0.204
C  1.914  -0.117  -0.538
C  0.735  0.329  0.330
C  -0.518  0.994  -0.332
N  -0.432  -0.416  -0.088
C  -1.516  -0.899  0.567
O  -2.599  -0.316  0.460
H  1.609  -0.549  -1.519
H  0.998  0.458  1.379
H  -0.260  1.243  -1.371
H  -1.880  0.935  0.082
H  -1.415  -1.824  1.125

The following is a DFT calculation (ωB97M-V/def2-TZVPD) of a structure of composition C2H2NO3.

## Properties
Total charge: -1
Kohn-Sham gap (alpha / beta) in eV: 7.550 / 7.551
E_HOMO (alpha / beta) in eV: -3.45 / -3.45
ΔE to the lowest compared entry with this formula, charge and spin in kcal per mole: 171.3
Lowest unoccupied orbital energy (alpha / beta) in hartree: 0.151 / 0.151

CARTESIAN COORDINATES (ANGSTROEM)
C  1.136  0.089  0.063
C  -1.171  -0.265  0.108
N  -0.052  0.624  0.015
O  -2.332  -0.067  0.279
O  -0.270  1.809  -0.265
O  -0.485  -2.020  -0.162
H  1.890  0.744  -0.144
H  1.283  -0.915  0.105

The following is a DFT calculation (ωB97M-V/def2-TZVPD) of a cluster of 2 separate species, C4H8BrO3 in total.

## Properties
Total charge: -1
Kohn-Sham gap in eV: 6.580
E_HOMO in eV: -3.69
ΔE to the lowest compared entry with this formula, charge and spin in kcal per mole: 0.0
Lowest unoccupied orbital energy in hartree: 0.106

CARTESIAN COORDINATES (ANGSTROEM)
Br  -2.263  2.331  5.082
C  1.178  -1.357  -2.202
C  -0.182  -0.720  -2.016
O  -0.573  -0.769  -0.651
C  -0.164  0.221  0.146
O  0.484  1.168  -0.224
O  -0.523  -0.058  1.367
C  -0.391  0.983  2.377
H  1.986  -0.756  -1.778
H  1.419  -1.448  -3.265
H  1.276  -2.338  -1.737
H  -0.966  -1.237  -2.563
H  -0.170  0.322  -2.340
H  -1.033  1.812  2.094
H  0.661  1.263  2.391
H  -0.741  0.581  3.319